(1)
Formula: C9H12ClN3S
Source: the OMol25 dataset
Level of theory: wB97M-V/def2-TZVPD

XYZ file:
```
26
Properties=species:S:1:pos:R:3:forces:R:3
N -2.346 -2.036 1.339 -0.397 -0.108 -0.755
C -1.782 -2.127 0.084 0.592 -3.114 -0.990
S -2.642 -2.952 -1.088 -0.032 0.360 -0.137
N -0.393 -1.896 -0.129 -1.760 0.579 0.520
N 0.396 -2.565 -1.157 -0.557 3.919 1.269
C 0.299 -1.197 0.939 -0.745 -0.001 1.858
C -0.126 0.292 1.357 1.015 0.226 0.242
C 0.501 1.305 0.401 -2.570 -2.244 0.984
C 1.741 1.829 0.579 -0.961 0.466 -1.466
C 2.189 2.597 -0.435 3.055 1.430 -1.966
C 1.451 2.894 -1.625 0.677 0.336 2.038
C 0.180 2.399 -1.750 0.133 -0.295 0.013
C -0.243 1.532 -0.738 0.493 1.200 -0.804
Cl -1.788 0.862 -0.929 -1.283 -0.344 -0.406
H -1.866 -1.425 1.941 -0.003 0.508 1.302
H -3.296 -2.447 1.608 2.184 1.122 -1.208
H 0.429 -3.503 -0.972 -0.205 -2.911 0.805
H -0.049 -2.450 -2.042 -0.525 0.334 -0.516
H 0.050 -1.749 1.896 0.886 0.048 -0.797
H 1.357 -1.241 0.711 0.080 0.061 0.209
H 0.190 0.498 2.432 -0.026 -0.517 -1.354
H -1.207 0.475 1.348 0.227 -0.453 0.078
H 2.304 1.693 1.432 1.055 -0.514 1.675
H 3.295 2.888 -0.345 -1.842 0.155 -0.381
H 1.815 3.682 -2.252 0.309 -0.084 -0.610
H -0.458 2.643 -2.605 0.201 -0.161 0.397
```
Forces are in eV/Å.

Kohn-Sham gap = 8.80 eV
E_HOMO = -8.09 eV
F_max = 4.16 eV/A

=====

(2)
Formula: C9H12IN2O2
Source: the OMol25 dataset
Level of theory: wB97M-V/def2-TZVPD

XYZ file:
```
26
Properties=species:S:1:pos:R:3:forces:R:3
C -0.306 -4.419 1.996 -0.626 -0.387 -0.221
C -0.197 -3.403 0.702 -0.630 -2.738 -0.155
I 0.319 -1.334 1.201 -0.119 -0.292 0.202
C 0.829 -4.002 -0.438 -0.760 -0.702 -2.203
N 0.023 -4.086 -1.740 0.882 -0.396 1.982
H -1.463 -4.587 2.209 2.482 0.458 -0.048
H 0.258 -4.048 2.952 -1.130 -0.761 -1.844
H 0.109 -5.482 1.653 -0.756 2.386 0.796
H -1.280 -3.373 0.220 2.622 0.309 0.749
H 1.180 -5.120 -0.219 -0.602 2.244 0.520
H 1.814 -3.365 -0.577 -2.078 -0.965 0.395
H -0.605 -4.919 -1.574 0.768 0.835 -0.181
C 0.969 3.052 -2.022 -0.089 0.013 0.169
C 0.737 2.049 -1.080 -0.074 0.329 -0.007
C -0.003 2.327 0.071 -0.056 0.177 0.042
C -0.512 3.618 0.267 0.567 -0.266 -0.852
C -0.273 4.629 -0.673 -0.002 -0.001 -0.026
C 0.470 4.340 -1.819 -0.108 -0.258 0.324
N -1.312 3.910 1.463 -0.649 -0.064 1.138
O -1.484 2.994 2.280 0.239 1.515 -1.235
O -1.772 5.054 1.584 0.564 -1.440 -0.098
H 1.542 2.829 -2.920 -0.116 0.030 0.189
H 1.131 1.048 -1.245 -0.166 0.144 0.140
H -0.175 1.534 0.795 -0.093 0.274 -0.108
H -0.658 5.637 -0.531 0.000 -0.333 0.148
H 0.658 5.117 -2.556 -0.072 -0.113 0.185
```
Forces are in eV/Å.

Kohn-Sham gap = 3.29 eV
E_HOMO = -1.88 eV
Total charge = -1
F_max = 2.81 eV/A